# 1
This record from OMol25 describes a molecular structure, C32H24CdCl2IN8O4 in a non-equilibrium geometry. The level of theory is ωB97M-V/def2-TZVPD.

* total charge: -1
* Kohn-Sham gap: 5.609 eV
* ΔE to the lowest compared entry with this formula, charge and spin: 0.00 kJ/mol
* F_max: 4.60 eV/A

```
72
Properties=species:S:1:pos:R:3:mulliken_charge:R:1
Cd -12.953 12.048 -0.824 3.52
Cl -9.738 17.577 2.828 -0.26
C -9.989 16.012 2.157 0.34
C -11.268 15.685 1.711 -0.84
C -11.535 14.463 1.043 -0.90
N -12.735 14.041 0.566 1.02
C -13.974 14.667 0.757 -0.53
O -14.239 15.705 1.455 -0.81
C -15.202 14.173 -0.051 0.32
C -16.478 14.701 0.199 -0.54
C -17.647 14.236 -0.460 -0.49
C -17.451 13.145 -1.327 -0.69
C -16.186 12.537 -1.404 -0.18
N -15.069 13.108 -0.910 -0.05
C -10.412 13.514 0.863 -0.21
C -9.138 13.892 1.386 -0.39
C -8.909 15.099 2.013 0.05
Cl -7.258 15.517 2.321 -0.26
N -10.635 12.419 0.073 0.44
C -10.098 11.249 0.511 -0.87
O -9.455 11.026 1.553 -0.67
C -10.237 10.043 -0.419 0.58
C -9.626 9.903 -1.679 -0.09
C -9.720 8.708 -2.411 -0.69
C -10.528 7.704 -1.923 -0.46
C -11.109 7.854 -0.629 -0.50
N -10.981 9.026 0.047 -0.40
H -12.045 16.459 1.799 0.45
H -16.577 15.471 0.960 0.42
H -18.596 14.662 -0.226 0.45
H -18.233 12.715 -1.951 0.39
H -16.074 11.487 -1.852 0.14
H -8.267 13.256 1.179 0.41
H -9.061 10.759 -2.032 0.51
H -9.225 8.601 -3.346 0.43
H -10.695 6.802 -2.508 0.40
H -11.457 7.066 0.028 0.50
O -10.874 10.976 -4.564 -0.80
C -11.437 11.540 -3.619 -0.08
N -12.449 11.120 -2.890 0.10
C -13.201 9.971 -3.449 -1.24
C -13.957 9.192 -2.414 0.51
C -14.385 7.859 -2.700 -0.70
C -15.031 7.132 -1.637 -0.50
C -15.434 7.835 -0.517 -0.97
C -15.123 9.183 -0.426 -0.41
N -14.339 9.852 -1.303 0.57
C -10.837 12.911 -3.170 0.41
C -9.621 13.333 -3.713 -0.48
C -9.183 14.635 -3.497 -0.62
C -10.009 15.426 -2.680 -0.57
C -11.227 14.939 -2.246 -0.20
N -11.659 13.708 -2.501 -0.23
H -13.893 10.246 -4.306 0.24
H -12.396 9.301 -3.789 0.53
H -14.165 7.420 -3.677 0.49
H -15.330 6.090 -1.777 0.39
H -15.853 7.329 0.353 0.35
H -15.507 9.736 0.450 0.40
H -8.906 12.617 -4.172 0.36
H -8.309 15.109 -3.966 0.40
H -9.708 16.398 -2.237 0.35
H -11.856 15.616 -1.686 0.44
N -12.252 10.824 2.877 -0.04
C -13.514 10.991 2.598 0.57
O -13.873 11.281 1.457 -0.55
C -14.473 10.768 3.676 -1.41
I -15.001 8.681 3.771 0.01
H -11.465 10.746 2.249 0.03
H -12.018 10.504 3.849 0.19
H -15.365 11.309 3.479 0.42
H -14.097 10.954 4.709 0.52
```

***

# 2
This record from OMol25 describes 2 unconnected molecules or ions with the total composition C4H6OS2 in a non-equilibrium geometry. The level of theory is ωB97M-V/def2-TZVPD.

* Kohn-Sham gap (spin up / spin down): 5.953 / 7.224 eV
* <S²>: 2.02
* spin multiplicity: 3
* ΔE to the lowest compared entry with this formula, charge and spin: 264.82 kJ/mol
* F_max: 3.01 eV/A

```
13
Properties=species:S:1:pos:R:3:mulliken_charge:R:1
C -0.207 1.227 0.221 0.03
C 1.545 -0.182 -0.052 0.23
C -0.748 0.917 1.489 -0.60
C -0.063 -1.395 -1.336 -0.51
O 1.294 -1.242 -0.821 -0.27
S -0.631 2.184 -0.948 -0.29
S 2.828 0.279 0.836 -0.13
H 0.014 0.318 1.983 0.25
H -1.672 0.317 1.210 0.20
H -0.998 1.904 2.069 0.28
H -0.315 -0.563 -2.125 0.27
H -0.964 -1.390 -0.631 0.24
H -0.082 -2.375 -1.895 0.28
```

***

# 3
This record from OMol25 describes 4 unconnected molecules or ions with the total composition C23H37I2NO15P3 in a non-equilibrium geometry. The level of theory is ωB97M-V/def2-TZVPD.

* total charge: +1
* Kohn-Sham gap: 5.586 eV
* F_max: 8.90 eV/A

```
81
Properties=species:S:1:pos:R:3:mulliken_charge:R:1
C 0.456 -4.052 3.115 -0.11
C -0.217 -3.034 3.172 -0.76
C -1.188 -1.825 3.409 0.22
O -2.461 -2.217 2.749 -0.35
C -2.995 -0.988 2.295 0.22
O -2.823 -0.590 1.161 -0.37
C -3.902 -0.075 3.232 1.01
C -3.696 1.399 3.404 -0.06
C -2.543 2.182 2.670 -0.63
I -2.806 2.788 0.597 0.24
C -1.385 2.486 3.384 0.24
C -0.172 3.297 2.797 -0.77
I -1.260 1.777 5.455 0.04
C -4.614 2.206 4.307 -0.23
N -5.632 1.536 5.007 0.02
C -5.852 0.141 4.919 0.47
C -6.969 -0.525 5.761 -0.87
C -7.522 -1.042 6.728 -0.07
C -5.031 -0.737 4.027 0.11
O -5.232 -2.110 3.877 -0.49
H 0.877 -5.075 2.930 0.42
H -1.433 -1.686 4.513 0.28
H -0.804 -0.873 2.934 0.27
H -0.165 3.351 1.665 0.01
H 0.838 2.873 3.099 0.36
H -0.176 4.381 3.159 0.32
H -4.477 3.324 4.418 0.43
H -6.254 2.088 5.620 0.32
H -7.983 -1.443 7.675 0.38
H -6.003 -2.281 3.293 0.35
C -3.084 -1.360 -2.811 -0.74
O -2.839 -0.146 -3.527 -0.30
P -1.178 0.280 -3.610 0.98
O -1.369 1.492 -2.721 -0.57
O -1.356 0.709 -5.187 -0.30
C -2.574 0.636 -5.910 -0.60
O 0.503 0.519 -3.725 -0.31
C 1.142 0.798 -4.962 -0.60
H -4.159 -1.544 -2.794 0.26
H -2.589 -2.197 -3.312 0.36
H -2.718 -1.273 -1.785 0.26
H -3.320 1.309 -5.485 0.24
H -2.945 -0.388 -5.941 0.26
H -2.376 0.952 -6.936 0.28
H 0.828 1.773 -5.339 0.27
H 0.939 0.014 -5.692 0.31
H 2.219 0.831 -4.786 0.26
C 5.529 -5.279 -2.366 -0.80
O 4.302 -5.945 -2.058 -0.31
P 3.301 -5.074 -0.969 0.95
O 3.487 -6.091 0.137 -0.59
O 1.969 -5.453 -1.858 -0.29
C 1.986 -6.242 -3.036 -0.59
O 2.370 -4.043 0.016 -0.35
C 1.015 -3.743 -0.273 -0.45
H 6.106 -5.907 -3.045 0.24
H 5.324 -4.322 -2.855 0.36
H 6.107 -5.112 -1.453 0.33
H 2.319 -7.258 -2.819 0.25
H 2.611 -5.781 -3.801 0.25
H 0.966 -6.293 -3.423 0.27
H 0.398 -4.639 -0.172 0.27
H 0.914 -3.311 -1.270 0.29
H 0.667 -3.008 0.454 0.13
C 5.589 5.386 1.565 -0.81
O 5.417 4.948 0.215 -0.31
P 4.005 4.000 -0.025 0.94
O 4.803 2.744 -0.303 -0.59
O 3.691 4.787 -1.435 -0.30
C 4.499 5.818 -1.978 -0.60
O 2.512 3.182 -0.132 -0.32
C 1.551 3.494 -1.131 -0.41
H 6.513 5.962 1.630 0.24
H 4.752 6.024 1.862 0.35
H 5.655 4.525 2.235 0.33
H 5.491 5.442 -2.231 0.26
H 4.565 6.661 -1.291 0.25
H 4.024 6.170 -2.896 0.27
H 1.932 3.236 -2.120 0.26
H 1.271 4.547 -1.083 0.31
H 0.658 2.894 -0.945 0.13
```

***

# 4
This record from OMol25 describes a gas-phase ion, C14H19N2O5P (charge +2) in a non-equilibrium geometry. The level of theory is ωB97M-V/def2-TZVPD.

* total charge: +2
* Kohn-Sham gap: 7.349 eV
* ΔE to the lowest compared entry with this formula, charge and spin: 26.20 kJ/mol
* F_max: 1.96 eV/A

```
41
Properties=species:S:1:pos:R:3:mulliken_charge:R:1
C -1.534 1.619 2.783 -1.32
C -1.353 2.909 2.026 -0.01
O -2.585 3.237 1.406 -0.38
C -2.548 4.433 0.667 -0.61
C -1.751 4.361 -0.623 -0.50
O -2.186 3.265 -1.469 -0.37
N -1.443 2.131 -1.334 0.33
C -2.036 1.090 -0.749 -0.50
C -1.354 -0.100 -0.583 -0.68
C -0.040 -0.183 -1.035 0.98
C 0.741 -1.442 -0.849 0.92
C 1.675 -1.855 -1.788 -0.81
C 2.394 -3.011 -1.558 -0.28
N 2.197 -3.720 -0.435 0.11
P 3.183 -5.174 -0.198 0.70
O 4.430 -5.022 -0.922 -0.57
O 2.187 -6.277 -0.667 -0.44
O 3.344 -5.367 1.354 -0.45
C 1.286 -3.350 0.486 -0.33
C 0.539 -2.204 0.303 -0.80
C 0.537 0.913 -1.672 -0.81
C -0.196 2.073 -1.811 -0.38
H -2.138 1.742 3.674 0.38
H -0.568 1.221 3.086 0.38
H -1.999 0.865 2.154 0.25
H -0.991 3.706 2.672 0.49
H -0.589 2.734 1.255 0.08
H -3.575 4.670 0.409 0.40
H -2.166 5.279 1.244 0.38
H -0.681 4.344 -0.421 0.38
H -1.941 5.260 -1.196 0.41
H -3.046 1.215 -0.401 0.45
H -1.843 -0.928 -0.107 0.70
H 1.827 -1.285 -2.689 0.53
H 3.151 -3.379 -2.233 0.50
H 2.646 -7.137 -0.666 0.38
H 3.703 -4.588 1.802 0.36
H 1.150 -3.944 1.374 0.53
H -0.178 -1.901 1.043 0.52
H 1.543 0.848 -2.046 0.55
H 0.209 2.949 -2.289 0.52
```